Density functional theory data (ωB97M-V/def2-TZVPD) for a cluster of 6 separate species, C6H24O6 in total.

Structure (XYZ):
```
36
Properties=species:S:1:pos:R:3
O 0.22 5.49 -6.16
H 0.29 4.95 -5.37
H 1.06 5.38 -6.60
O 0.31 2.90 -2.59
H 0.83 2.10 -2.50
H -0.60 2.59 -2.58
O -3.56 1.15 -2.71
H -4.14 0.70 -2.09
H -3.90 0.90 -3.58
O 6.33 1.42 -4.30
H 5.86 0.93 -3.63
H 7.17 1.64 -3.89
C 1.81 -1.60 0.41
C 3.16 -1.40 -0.37
C 4.18 -2.49 -0.14
O 2.83 -1.26 -1.75
H 1.41 -2.59 0.19
H 1.11 -0.79 0.21
H 1.93 -1.57 1.49
H 3.62 -0.48 -0.01
H 4.37 -2.74 0.90
H 5.05 -2.36 -0.79
H 3.71 -3.41 -0.49
H 2.24 -1.98 -1.98
C -3.69 0.65 3.34
C -3.90 -0.83 3.62
C -3.33 -1.29 4.96
O -5.22 -1.18 3.93
H -2.84 0.99 3.93
H -4.58 1.27 3.44
H -3.33 0.76 2.32
H -3.55 -1.54 2.87
H -3.56 -2.31 5.25
H -3.73 -0.68 5.77
H -2.24 -1.22 4.94
H -5.33 -2.13 3.95
```

The calculation puts the strongest force on any atom at 3.4 eV/A. As for the net charge: 0. The HOMO-LUMO gap comes out at 10.04 eV. The highest occupied orbital energy comes out at -9.76 eV. For the molar mass, the calculation gives 192.25 Da. The energy above the lowest of the compared OMol25 structures with the same formula, charge and spin comes out at 47.4 kcal/mol. As for the structure (SMILES): CC(C)O.CC(C)O.O.O.O.O. The spin multiplicity is 1.

The net atomic charges from natural (NBO), expressed in e, are:
1. O -0.940
2. H 0.474
3. H 0.466
4. O -0.946
5. H 0.471
6. H 0.475
7. O -0.941
8. H 0.470
9. H 0.471
10. O -0.935
11. H 0.469
12. H 0.466
13. C -0.639
14. C 0.100
15. C -0.637
16. O -0.721
17. H 0.197
18. H 0.221
19. H 0.212
20. H 0.170
21. H 0.219
22. H 0.224
23. H 0.194
24. H 0.462
25. C -0.639
26. C 0.090
27. C -0.608
28. O -0.731
29. H 0.217
30. H 0.238
31. H 0.214
32. H 0.157
33. H 0.198
34. H 0.213
35. H 0.185
36. H 0.467